{
  "formula": "C23H18Br2I2MoN2O",
  "method": "ωB97M-V/def2-TZVPD",
  "symbols": ["Mo", "I", "C", "I", "H", "H", "C", "C", "C", "C", "C", "C", "Br", "C", "C", "Br", "C", "O", "C", "N", "H", "H", "H", "H", "H", "H", "C", "C", "C", "C", "C", "C", "N", "C", "C", "C", "C", "C", "C", "H", "H", "H", "H", "H", "H", "H", "H", "H", "H"],
  "positions_angstrom": [[-0.600, -1.184, 0.293], [-0.135, -3.636, 1.785], [-2.195, -4.117, 1.508], [-3.095, -2.797, 0.108], [-2.702, -4.026, 2.461], [-2.244, -5.128, 1.119], [1.783, 0.305, 2.248], [2.322, -0.215, 0.955], [3.680, -0.090, 0.624], [4.147, -0.536, -0.586], [3.265, -1.114, -1.518], [3.604, -1.558, -2.829], [5.379, -1.445, -3.423], [2.641, -2.056, -3.662], [1.292, -2.151, -3.250], [0.006, -2.799, -4.434], [0.942, -1.763, -1.981], [-0.329, -1.777, -1.511], [1.925, -1.235, -1.123], [1.477, -0.800, 0.104], [2.567, 0.788, 2.826], [1.367, -0.497, 2.864], [1.006, 1.049, 2.053], [4.348, 0.370, 1.338], [5.194, -0.435, -0.839], [2.898, -2.381, -4.660], [0.428, 4.053, -1.732], [0.602, 2.802, -2.313], [0.097, 1.673, -1.692], [-0.587, 1.808, -0.482], [-0.776, 3.064, 0.101], [-0.261, 4.182, -0.531], [-1.072, 0.659, 0.163], [-2.176, 0.680, 1.066], [-3.457, 1.090, 0.699], [-4.499, 0.832, 1.569], [-4.288, 0.148, 2.771], [-3.018, -0.261, 3.131], [-1.947, 0.026, 2.279], [0.821, 4.933, -2.221], [1.118, 2.710, -3.259], [0.187, 0.701, -2.160], [-1.308, 3.164, 1.038], [-0.398, 5.159, -0.091], [-3.618, 1.587, -0.249], [-5.498, 1.157, 1.313], [-5.125, -0.039, 3.430], [-2.844, -0.754, 4.078], [-0.925, -0.143, 2.625]],
  "max_force_ev_per_a": 0.72,
  "e_tot_ha": -6883.09489,
  "orbital_gap_ev": [5.60, 6.21],
  "e_homo_ev": [-13.56, -13.89],
  "multiplicity": 3,
  "charge": 2
}

=====

{
  "formula": "C23H18F11N2O9PS2",
  "method": "ωB97M-V/def2-TZVPD",
  "symbols": ["C", "C", "O", "O", "C", "O", "C", "C", "C", "F", "C", "S", "O", "O", "C", "F", "F", "C", "F", "F", "F", "C", "C", "F", "F", "C", "C", "C", "C", "C", "C", "F", "F", "F", "C", "C", "N", "S", "N", "C", "H", "H", "H", "H", "H", "H", "H", "H", "H", "C", "O", "P", "O", "O", "C", "O", "C", "H", "H", "H", "H", "H", "H", "H", "H", "H"],
  "positions_angstrom": [[4.864, 0.209, 0.302], [4.697, -0.616, -1.042], [5.101, -0.144, -2.078], [4.115, -1.894, -0.933], [3.144, -2.104, -1.964], [3.474, -2.830, -2.865], [1.744, -1.421, -1.990], [0.715, -1.872, -0.907], [-0.624, -1.257, -0.949], [-0.804, -0.344, -1.976], [-1.739, -1.559, 0.070], [-3.358, -0.738, -0.119], [-4.511, -1.653, -0.001], [-3.498, -0.211, -1.497], [-3.539, 0.796, 0.938], [-3.568, 0.557, 2.299], [-4.727, 1.443, 0.629], [-2.345, 1.843, 0.707], [-1.132, 1.352, 1.152], [-2.647, 3.003, 1.411], [-2.199, 2.219, -0.598], [-1.514, -2.490, 1.179], [-2.466, -2.894, 2.336], [-2.812, -4.253, 2.152], [-3.649, -2.197, 2.485], [-1.713, -2.730, 3.728], [-1.223, -1.340, 4.004], [-0.469, -1.020, 5.230], [-0.226, -2.156, 6.180], [-0.717, -3.530, 5.898], [-0.374, -4.665, 6.934], [-0.217, -5.848, 6.229], [-1.316, -4.747, 7.929], [0.898, -4.374, 7.448], [-1.485, -3.859, 4.657], [-0.142, -3.156, 1.186], [0.349, -4.100, 2.056], [1.907, -4.559, 1.753], [2.127, -3.575, 0.418], [0.981, -2.878, 0.176], [4.944, -0.507, 1.178], [5.816, 0.811, 0.303], [3.975, 0.876, 0.488], [1.282, -1.585, -3.012], [1.896, -0.296, -1.914], [-1.398, -0.524, 3.254], [-0.083, 0.019, 5.421], [0.351, -1.895, 7.112], [-1.871, -4.885, 4.426], [-1.370, 3.961, -2.969], [-0.261, 4.793, -3.317], [0.277, 4.611, -4.930], [1.285, 3.533, -4.574], [0.959, 6.084, -4.912], [1.768, 6.469, -3.811], [0.573, 4.524, -6.599], [0.041, 3.364, -7.243], [-1.652, 4.171, -1.939], [-2.220, 4.180, -3.620], [-1.096, 2.908, -3.059], [2.278, 5.616, -3.361], [1.152, 6.973, -3.064], [2.520, 7.175, -4.166], [-0.997, 3.203, -6.946], [0.644, 2.491, -6.993], [0.081, 3.525, -8.321]],
  "max_force_ev_per_a": 9.13,
  "e_tot_ha": -3909.92073,
  "orbital_gap_ev": 6.95,
  "e_homo_ev": -9.53
}

=====

{
  "formula": "C23H18F12N5O2SSeTi",
  "method": "ωB97M-V/def2-TZVPD",
  "symbols": ["Ti", "C", "C", "C", "C", "C", "N", "C", "C", "C", "C", "C", "C", "C", "C", "O", "C", "F", "F", "F", "C", "F", "F", "F", "C", "C", "C", "O", "C", "F", "F", "F", "C", "F", "F", "F", "H", "H", "H", "H", "H", "H", "H", "H", "H", "H", "H", "H", "N", "C", "H", "N", "C", "N", "S", "H", "H", "H", "H", "N", "C", "H", "Se"],
  "positions_angstrom": [[-0.329, 1.517, 0.056], [-2.604, -5.334, 1.166], [-1.864, -4.074, 0.799], [-0.574, -4.042, 0.166], [0.104, -2.875, -0.009], [-0.475, -1.572, 0.276], [0.291, -0.484, 0.088], [1.659, -0.618, -0.149], [2.526, -1.265, 0.776], [3.853, -1.368, 0.574], [4.454, -0.697, -0.521], [5.925, -0.880, -0.722], [3.646, 0.042, -1.375], [2.220, 0.032, -1.272], [1.278, 0.792, -2.245], [0.273, 1.478, -1.705], [1.971, 1.862, -3.081], [2.526, 2.822, -2.321], [2.979, 1.331, -3.834], [1.152, 2.458, -3.896], [0.552, -0.185, -3.226], [0.078, -1.230, -2.529], [1.335, -0.717, -4.190], [-0.465, 0.435, -3.801], [-1.752, -1.582, 0.829], [-2.329, -2.844, 1.144], [-2.617, -0.312, 0.785], [-1.908, 0.822, 0.823], [-3.643, -0.359, 1.957], [-3.998, 0.902, 2.314], [-4.760, -1.023, 1.649], [-3.175, -0.856, 3.105], [-3.438, -0.397, -0.627], [-3.926, -1.619, -0.881], [-2.651, -0.018, -1.638], [-4.469, 0.436, -0.596], [-2.084, -5.761, 2.042], [-3.606, -5.113, 1.436], [-2.540, -6.098, 0.375], [-0.087, -4.980, -0.148], [1.078, -2.852, -0.528], [2.054, -1.663, 1.685], [4.519, -1.912, 1.221], [6.452, -0.721, 0.198], [6.188, -1.895, -0.999], [6.354, -0.273, -1.516], [4.117, 0.455, -2.210], [-3.357, -2.781, 1.552], [0.284, 0.624, 2.954], [0.554, 1.401, 2.011], [0.875, 0.652, 3.819], [-1.946, 3.489, 1.769], [-2.253, 4.065, 0.623], [-2.418, 5.407, 0.649], [-2.162, 3.262, -0.868], [-1.812, 4.092, 2.579], [-2.124, 2.464, 1.875], [-2.845, 5.869, 1.434], [-2.526, 5.791, -0.272], [1.035, 4.434, -0.215], [0.933, 3.321, 0.336], [1.577, 5.232, 0.177], [1.894, 2.911, 2.134]],
  "max_force_ev_per_a": 2.45,
  "e_tot_ha": -6159.18909,
  "orbital_gap_ev": 6.37,
  "e_homo_ev": -4.09,
  "charge": -1
}

=====

{
  "formula": "C23H18F4N2",
  "method": "ωB97M-V/def2-TZVPD",
  "symbols": ["C", "C", "C", "C", "C", "C", "N", "N", "C", "C", "C", "F", "F", "F", "C", "C", "C", "C", "C", "C", "C", "C", "C", "F", "C", "C", "C", "C", "C", "H", "H", "H", "H", "H", "H", "H", "H", "H", "H", "H", "H", "H", "H", "H", "H", "H", "H"],
  "positions_angstrom": [[1.190, 1.136, -4.503], [1.250, 0.208, -3.284], [0.268, -0.594, -2.908], [0.296, -1.333, -1.682], [1.323, -1.092, -0.771], [1.300, -1.802, 0.521], [0.044, -1.583, 1.201], [-1.001, -2.452, 1.082], [-1.997, -1.637, 1.336], [-3.406, -2.046, 1.206], [-3.749, -3.511, 0.808], [-3.017, -3.817, -0.263], [-3.352, -4.372, 1.744], [-5.073, -3.700, 0.568], [-4.409, -0.994, 1.491], [-3.988, 0.255, 1.889], [-2.681, 0.596, 1.863], [-1.677, -0.378, 1.607], [-0.317, -0.277, 1.424], [0.403, 1.082, 1.614], [-0.061, 2.094, 0.802], [0.361, 3.327, 0.628], [1.535, 3.613, 1.328], [2.047, 4.873, 1.168], [2.038, 2.668, 2.202], [1.510, 1.425, 2.345], [2.466, -0.277, -1.193], [3.704, -0.125, -0.313], [2.367, 0.368, -2.409], [0.864, 2.151, -4.171], [2.194, 1.307, -4.924], [0.521, 0.768, -5.264], [-0.623, -0.749, -3.563], [-0.462, -2.003, -1.445], [2.170, -1.540, 1.114], [1.378, -2.860, 0.286], [-5.459, -1.254, 1.429], [-4.677, 0.987, 2.043], [-2.400, 1.623, 2.253], [-0.851, 1.790, 0.054], [-0.182, 3.948, -0.073], [2.972, 2.861, 2.709], [1.877, 0.623, 2.940], [4.491, 0.479, -0.783], [3.472, 0.144, 0.767], [4.257, -1.055, -0.305], [3.084, 1.125, -2.568]],
  "max_force_ev_per_a": 7.09,
  "e_tot_ha": -1396.15718,
  "orbital_gap_ev": 8.11,
  "e_homo_ev": -8.16
}